No. 1
{"formula": "C3H4N2OS", "method": "the ωB97M-V functional and the def2-TZVPD basis", "e_tot_ha": -699.5697, "de_lowest_kj_mol": 268.92, "gap_ev": 9.202, "homo_energy_ev": -8.76, "smiles": "N#[N+][S-].CC=C=O", "total_charge": 0, "elements": ["N", "N", "S", "C", "C", "C", "O", "H", "H", "H", "H"], "positions_angstrom": [[2.93, 0.12, -0.71], [2.57, -0.17, -1.74], [2.21, -0.56, -3.15], [-1.13, 0.57, -0.10], [-0.84, -0.59, 0.83], [-0.63, -0.36, 2.11], [-0.60, -0.08, 3.24], [-0.85, 0.26, -1.00], [-0.64, 1.58, 0.22], [-2.22, 0.78, -0.09], [-0.80, -1.54, 0.40]]}

No. 2
{"formula": "C25H34Cl3CrN5O3S3Si3", "method": "the ωB97M-V functional and the def2-TZVPD basis", "e_tot_ha": -5960.6350, "spin_multiplicity": 2, "de_lowest_kj_mol": 0.00, "gap_ev": [7.219, 7.243], "s2": 0.922, "homo_energy_ev": [-10.91, -10.46], "total_charge": 1, "elements": ["Cr", "N", "C", "N", "C", "C", "S", "C", "C", "S", "C", "N", "N", "H", "H", "H", "H", "H", "H", "O", "C", "O", "C", "C", "C", "C", "C", "C", "S", "H", "H", "H", "H", "C", "Si", "C", "C", "C", "Si", "C", "C", "C", "H", "H", "H", "H", "H", "H", "H", "H", "H", "H", "H", "H", "H", "H", "H", "H", "H", "H", "H", "Cl", "Si", "Cl", "Cl", "O", "N", "C", "C", "C", "C", "C", "H", "H", "H", "H", "H"], "positions_angstrom": [[0.35, 0.92, -1.40], [0.66, 4.44, -1.84], [0.98, 3.60, -2.86], [0.99, 2.27, -2.82], [1.41, 1.76, -4.05], [1.69, 2.66, -4.98], [1.48, 4.24, -4.35], [1.55, 0.31, -4.04], [2.05, -0.49, -5.01], [2.36, -2.05, -4.35], [1.90, -1.50, -2.78], [1.40, -0.27, -2.77], [1.99, -2.27, -1.67], [-0.01, 4.08, -1.19], [0.56, 5.38, -2.11], [1.82, 2.54, -6.07], [2.31, -0.34, -6.03], [2.29, -3.19, -1.81], [2.39, -1.77, -0.87], [-2.72, -1.20, 1.90], [-2.24, -0.30, 1.29], [-1.14, -0.42, 0.55], [-2.79, 1.08, 1.36], [-3.76, 1.24, 2.40], [-4.25, 2.50, 2.70], [-3.83, 3.58, 1.92], [-2.97, 3.47, 0.85], [-2.38, 2.21, 0.61], [-1.16, 2.34, -0.62], [-4.16, 0.39, 2.92], [-4.96, 2.73, 3.49], [-4.17, 4.59, 2.11], [-2.70, 4.32, 0.24], [2.48, -1.93, 1.74], [0.64, -1.79, 2.23], [0.40, -3.34, 3.30], [0.25, -0.35, 3.44], [-0.56, -1.77, 0.69], [-1.72, -3.30, 0.48], [-3.15, -3.02, -0.75], [-0.47, -4.51, -0.38], [-2.33, -4.22, 1.98], [3.04, -2.03, 2.66], [2.76, -1.07, 1.14], [2.62, -2.87, 1.17], [1.24, -3.40, 3.99], [0.61, -4.19, 2.66], [-0.56, -3.45, 3.77], [1.19, -0.13, 3.96], [-0.40, -0.71, 4.25], [-0.18, 0.56, 3.12], [0.00, -1.85, -0.26], [-2.86, -2.79, -1.78], [-3.80, -2.23, -0.44], [-3.78, -3.94, -0.88], [-0.12, -4.08, -1.32], [-0.81, -5.54, -0.54], [0.47, -4.52, 0.22], [-2.61, -3.61, 2.83], [-1.52, -4.89, 2.32], [-3.15, -4.85, 1.64], [-1.30, -1.61, -3.77], [-1.56, 0.23, -2.99], [-3.44, 0.25, -2.21], [-1.80, 1.55, -4.54], [1.93, 0.57, -0.20], [2.43, 1.66, 0.39], [3.40, 2.32, -0.25], [3.99, 3.39, 0.37], [3.53, 3.82, 1.64], [2.47, 3.17, 2.24], [1.96, 2.05, 1.56], [3.71, 1.95, -1.21], [4.84, 3.90, -0.11], [4.02, 4.73, 2.04], [2.04, 3.51, 3.17], [1.15, 1.49, 1.92]]}

No. 3
{"formula": "C4H7NO2", "method": "the ωB97M-V functional and the def2-TZVPD basis", "e_tot_ha": -361.7650, "de_lowest_kj_mol": 304.30, "gap_ev": 8.309, "homo_energy_ev": -7.80, "total_charge": 0, "elements": ["C", "C", "C", "O", "C", "O", "N", "H", "H", "H", "H", "H", "H", "H"], "positions_angstrom": [[-1.27, -1.08, 0.13], [-0.25, -0.19, -0.63], [1.24, -0.80, -0.45], [-0.60, 0.32, -1.74], [0.39, 0.81, 0.39], [1.52, 0.21, 0.62], [0.10, 2.02, 0.78], [-1.49, -1.95, -0.50], [-0.91, -1.43, 1.11], [-2.19, -0.51, 0.26], [1.87, -0.56, -1.30], [1.41, -1.81, -0.06], [0.76, 2.63, 1.25], [-0.75, 2.42, 0.39]]}

No. 4
{"formula": "C18H24F3N3O2", "method": "the ωB97M-V functional and the def2-TZVPD basis", "e_tot_ha": -1314.5563, "de_lowest_kj_mol": 214.37, "gap_ev": 8.812, "homo_energy_ev": -8.18, "smiles": "O=C(NCc1ccc(OC(F)(F)F)cc1)N1CCC[C@H]1CN1CCCC1", "total_charge": 0, "elements": ["O", "C", "N", "C", "C", "C", "C", "C", "O", "C", "F", "F", "F", "C", "C", "N", "C", "C", "C", "C", "C", "N", "C", "C", "C", "C", "H", "H", "H", "H", "H", "H", "H", "H", "H", "H", "H", "H", "H", "H", "H", "H", "H", "H", "H", "H", "H", "H", "H", "H"], "positions_angstrom": [[1.83, 2.59, -0.43], [1.64, 1.44, -0.14], [1.21, 0.58, -1.20], [0.22, 0.91, -2.25], [-1.21, 1.28, -1.77], [-1.72, 2.57, -1.82], [-3.02, 2.87, -1.48], [-3.90, 1.88, -0.99], [-5.18, 2.28, -0.74], [-6.19, 1.45, -0.29], [-7.42, 2.07, -0.40], [-6.25, 0.31, -0.98], [-6.02, 1.17, 0.97], [-3.36, 0.68, -0.72], [-2.06, 0.24, -1.18], [1.24, 1.04, 1.17], [0.30, 1.81, 1.97], [0.64, 1.46, 3.38], [1.10, 0.03, 3.26], [1.71, -0.18, 1.87], [1.29, -1.56, 1.35], [1.96, -1.91, 0.06], [3.40, -1.91, -0.08], [3.70, -2.97, -1.10], [2.39, -3.12, -1.83], [1.45, -2.94, -0.74], [1.15, -0.37, -0.90], [0.75, 1.64, -2.85], [0.28, 0.09, -2.98], [-1.14, 3.45, -2.19], [-3.37, 3.87, -1.58], [-4.08, -0.16, -0.33], [-1.60, -0.73, -0.98], [0.40, 2.93, 1.85], [-0.65, 1.52, 1.63], [-0.23, 1.48, 3.97], [1.41, 2.03, 3.84], [1.88, -0.14, 4.05], [0.25, -0.65, 3.32], [2.82, -0.14, 2.11], [0.22, -1.63, 1.21], [1.60, -2.24, 2.11], [3.97, -2.30, 0.84], [3.78, -0.96, -0.49], [4.45, -2.84, -1.85], [3.84, -3.96, -0.58], [2.30, -2.32, -2.55], [2.35, -4.12, -2.40], [1.31, -3.80, -0.10], [0.51, -2.74, -1.03]]}

No. 5
{"formula": "C6H28O8", "method": "the ωB97M-V functional and the def2-TZVPD basis", "e_tot_ha": -847.2615, "de_lowest_kj_mol": 232.22, "gap_ev": 10.491, "homo_energy_ev": -10.23, "smiles": "CCO.CCO.CCO.O.O.O.O.O", "total_charge": 0, "elements": ["C", "C", "O", "H", "H", "H", "H", "H", "H", "C", "C", "O", "H", "H", "H", "H", "H", "H", "C", "C", "O", "H", "H", "H", "H", "H", "H", "O", "H", "H", "O", "H", "H", "O", "H", "H", "O", "H", "H", "O", "H", "H"], "positions_angstrom": [[5.20, 0.06, -0.23], [4.00, 0.52, -1.07], [4.34, 1.09, -2.33], [5.70, -0.83, -0.63], [4.94, -0.29, 0.76], [5.92, 0.82, 0.03], [3.29, 1.15, -0.54], [3.33, -0.29, -1.38], [4.76, 0.44, -2.91], [2.45, 0.72, 2.49], [1.85, 0.13, 3.80], [2.36, -1.12, 4.07], [1.90, 1.63, 2.22], [2.41, 0.00, 1.67], [3.46, 1.10, 2.63], [0.77, 0.02, 3.65], [1.99, 0.78, 4.66], [1.68, -1.62, 4.53], [-0.38, -0.96, 0.05], [-1.59, -0.47, -0.73], [-2.74, -0.62, 0.01], [0.60, -0.83, -0.39], [-0.40, -2.01, 0.32], [-0.30, -0.47, 1.02], [-1.61, -1.07, -1.64], [-1.36, 0.55, -1.05], [-3.24, -1.31, -0.42], [-2.98, -0.23, -3.88], [-2.52, 0.61, -3.86], [-3.79, -0.06, -3.38], [-2.40, 2.43, -3.49], [-2.52, 2.47, -2.55], [-2.23, 3.33, -3.76], [-3.71, 2.13, -1.06], [-4.65, 2.04, -0.87], [-3.27, 1.71, -0.32], [-2.46, -1.24, 2.79], [-2.62, -1.27, 1.85], [-2.18, -0.34, 2.96], [-4.61, -2.53, -0.92], [-5.21, -3.15, -0.51], [-4.18, -3.03, -1.62]]}